[1]
{"formula": "C10H20N2O2S", "method": "wB97M-V/def2-TZVPD", "species": ["C", "C", "C", "C", "C", "C", "C", "C", "C", "C", "N", "N", "O", "O", "S", "H", "H", "H", "H", "H", "H", "H", "H", "H", "H", "H", "H", "H", "H", "H", "H", "H", "H", "H", "H"], "coordinates": [[1.554, 0.817, -0.994], [0.818, -0.484, -0.664], [-0.387, -0.007, 0.114], [-4.492, 0.127, -0.382], [0.939, -2.674, 0.611], [2.773, -2.009, -0.952], [1.353, 3.200, -0.394], [0.386, 1.466, 1.998], [-3.122, 0.034, 0.259], [1.738, -1.498, 0.046], [1.000, 1.812, -0.270], [-0.045, 1.458, 0.607], [2.463, 0.975, -1.779], [-1.876, -0.998, -1.848], [-1.830, 0.233, -1.056], [0.479, -0.942, -1.601], [-0.684, -0.609, 0.963], [-4.667, 1.125, -0.774], [-4.555, -0.585, -1.202], [-5.273, -0.107, 0.339], [0.256, -3.059, -0.143], [0.365, -2.396, 1.492], [1.619, -3.472, 0.900], [2.287, -2.612, -1.717], [3.516, -2.624, -0.449], [3.276, -1.178, -1.438], [0.469, 3.805, -0.195], [2.152, 3.477, 0.301], [1.701, 3.370, -1.413], [0.724, 2.473, 2.243], [-0.474, 1.228, 2.623], [1.197, 0.758, 2.208], [-2.974, -0.943, 0.718], [-2.949, 0.828, 0.982], [2.262, -0.994, 0.868]], "forces_ev_per_a": [[-0.238, -0.228, 0.065], [0.077, -0.053, -0.028], [0.188, 2.621, 0.252], [0.117, -0.014, -0.057], [0.149, 0.248, 0.034], [0.079, 0.204, 0.149], [0.104, 0.097, -0.049], [0.165, -0.018, 0.027], [0.315, 0.281, -0.524], [-0.042, -0.122, -0.070], [-0.123, 0.196, 0.308], [-0.858, -2.238, -0.806], [0.246, 0.015, -0.261], [-0.191, -0.984, -0.884], [0.120, 0.378, 1.762], [0.069, 0.027, 0.044], [-0.078, -0.060, 0.047], [-0.083, 0.092, -0.050], [-0.102, -0.056, -0.062], [-0.040, 0.007, 0.032], [-0.109, -0.088, -0.090], [-0.100, -0.033, 0.072], [0.034, -0.100, 0.046], [-0.061, -0.089, -0.110], [0.057, -0.107, 0.036], [0.075, -0.025, -0.080], [0.028, -0.036, -0.029], [-0.060, 0.046, -0.062], [0.028, 0.019, 0.077], [-0.015, -0.019, 0.093], [0.005, 0.015, 0.025], [0.027, 0.017, -0.002], [0.204, -0.057, -0.010], [0.056, 0.062, 0.146], [-0.039, 0.002, -0.039]], "mulliken_charge": [0.108, 0.074, -0.827, -1.281, -1.545, -1.574, -1.112, -0.938, -0.345, 0.566, 0.183, -0.084, -0.695, -0.649, 0.396, 0.802, 0.695, 0.328, 0.357, 0.379, 0.337, 0.346, 0.465, 0.365, 0.449, 0.372, 0.341, 0.303, 0.402, 0.339, 0.356, 0.262, 0.282, 0.358, 0.186], "de_lowest_kj_mol": 197.07, "homo_ha": -0.321}

[2]
{"formula": "C4H2F2O", "method": "wB97M-V/def2-TZVPD", "species": ["F", "C", "C", "O", "C", "F", "C", "H", "H"], "coordinates": [[2.045, 1.042, -0.202], [0.897, 0.356, 0.013], [0.783, -0.980, -0.174], [-0.527, -1.278, -0.029], [-1.186, -0.120, 0.223], [-2.494, -0.285, 0.164], [-0.403, 0.951, 0.232], [1.472, -1.739, -0.388], [-0.586, 2.052, 0.161]], "forces_ev_per_a": [[-0.685, -0.125, 0.462], [0.775, -0.018, -0.871], [-0.235, 1.985, 0.580], [-1.181, 0.018, 0.492], [-0.701, -1.659, -1.053], [0.139, 0.293, 0.429], [1.429, 1.838, -0.335], [0.599, -0.855, -0.161], [-0.140, -1.477, 0.458]], "mulliken_charge": [-0.283, 0.611, -0.467, -0.284, 0.278, -0.246, -0.410, 0.449, 0.353], "smiles": "Fc1coc(F)c1", "de_lowest_kj_mol": 30.39, "homo_ha": -0.337}

[3]
{"formula": "C11H19ClDyIN3O3P", "method": "wB97M-V/def2-TZVPD", "species": ["C", "C", "H", "H", "H", "O", "I", "Dy", "P", "C", "C", "H", "H", "H", "C", "H", "H", "H", "H", "H", "H", "C", "O", "Cl", "C", "N", "C", "C", "C", "N", "C", "O", "N", "H", "H", "H", "H", "H", "H", "H"], "coordinates": [[-0.635, -1.125, -1.505], [-1.918, -0.388, -1.866], [-0.593, -1.985, -2.200], [-0.559, -1.460, -0.458], [0.235, -0.499, -1.769], [-1.966, -0.064, -3.115], [-2.882, 1.240, -0.666], [0.510, 0.472, 2.454], [-3.455, -1.664, -1.445], [-5.014, -0.752, -1.670], [-3.519, -3.051, -2.593], [-2.199, -2.614, 0.434], [-3.897, -3.147, 0.373], [-3.485, -1.524, 1.002], [-3.231, -2.279, 0.244], [-2.791, -3.830, -2.326], [-4.534, -3.474, -2.528], [-5.851, -1.448, -1.774], [-4.924, -0.157, -2.583], [-3.339, -2.687, -3.613], [-5.214, -0.082, -0.826], [-1.150, 2.111, -2.802], [-0.549, 2.495, -3.689], [0.552, -1.916, 2.023], [3.767, 2.466, -0.526], [3.741, 2.072, 0.908], [4.837, 2.241, 1.714], [4.827, 1.828, 3.010], [3.671, 1.215, 3.527], [2.587, 1.139, 2.722], [2.634, 1.569, 1.430], [1.506, 1.410, 0.795], [3.419, 0.706, 4.740], [4.772, 2.847, -0.756], [3.012, 3.242, -0.698], [3.550, 1.600, -1.166], [5.706, 2.680, 1.191], [5.693, 1.963, 3.660], [4.133, 0.643, 5.448], [2.553, 0.207, 4.898]], "forces_ev_per_a": [[0.375, 0.044, 0.518], [-0.706, -0.883, -1.444], [-0.030, 0.269, 0.426], [0.034, 0.178, -0.444], [-0.407, -0.065, 0.259], [-0.763, -0.430, 0.960], [0.790, -0.013, 1.260], [-3.988, -0.516, 1.273], [-0.278, 0.742, 0.073], [-0.188, -0.271, 0.158], [0.340, -0.042, -0.065], [-0.328, 0.095, -0.232], [0.132, 0.217, -0.094], [0.005, -0.109, -0.417], [0.021, -0.155, 0.243], [-0.152, 0.277, -0.137], [0.293, 0.133, -0.007], [0.164, -0.106, -0.098], [-0.029, -0.065, 0.054], [-0.057, -0.147, 0.226], [0.012, -0.398, -0.303], [1.843, 1.116, -2.395], [-1.014, -0.497, 1.477], [-0.139, -1.359, -0.232], [0.037, 0.103, -0.101], [0.984, 0.611, -1.028], [0.164, -0.270, -0.100], [1.275, 0.355, 0.537], [-2.155, -0.452, -0.243], [2.776, 1.193, -0.420], [-2.751, -1.107, 0.534], [3.040, 1.435, -0.886], [1.164, 0.318, -0.142], [-0.460, -0.124, 0.105], [0.264, -0.212, 0.041], [0.065, 0.235, 0.349], [-0.508, -0.243, 0.674], [-0.154, -0.002, -0.408], [0.009, 0.000, 0.032], [0.318, 0.146, 0.000]], "mulliken_spin": [-0.017, 0.073, 0.002, 0.007, -0.003, -0.540, -0.227, 5.676, -0.187, -0.009, -0.014, -0.001, -0.005, 0.004, -0.020, 0.002, -0.007, 0.000, -0.003, 0.001, 0.005, -0.049, -0.005, 0.001, -0.003, -0.021, 0.008, 0.002, -0.017, 0.061, 0.173, 0.096, 0.009, 0.000, 0.001, 0.000, 0.000, 0.000, -0.003, 0.013], "charge": 2, "de_lowest_kj_mol": 473.81, "spin_multiplicity": 6, "homo_ha": [-0.469, -0.499]}